# 1
{
  "formula": "C7H20N2",
  "method": "ωB97M-V/def2-TZVPD",
  "species": ["C", "N", "H", "H", "H", "H", "H", "H", "H", "C", "H", "H", "H", "H", "C", "C", "H", "H", "H", "C", "H", "H", "H", "H", "N", "C", "C", "H", "H"],
  "positions_angstrom": [[0.59772, -0.62403, 0.95502], [-0.72107, 2.94622, -0.92534], [-0.24789, 1.71802, -2.60721], [-1.91667, 1.70316, -2.04583], [1.68877, -2.77776, -1.05812], [1.32617, 3.38730, -1.23078], [-0.24022, -3.80963, 1.44200], [0.62558, 3.97250, 0.33676], [-1.73119, 3.16971, 0.98942], [-0.53230, -2.81389, 1.22417], [-0.79062, -2.23502, 2.21689], [-2.65511, 2.83598, -0.46335], [0.06388, -0.43668, 1.93540], [1.54015, -3.83452, 1.50664], [-0.92508, 2.36319, -2.22548], [0.70162, -2.35832, -0.76464], [1.92952, -2.32291, 2.44494], [0.64258, -1.44426, -1.24438], [-1.39684, -2.82639, 0.42342], [1.85738, -2.76869, 1.38675], [2.79200, -2.79515, 0.84170], [1.56041, -0.25256, 0.98764], [-2.06258, 4.42770, -0.17436], [-0.01660, -0.15366, 0.08520], [0.70311, -2.10297, 0.65750], [0.37969, 3.47007, -0.67511], [-1.85168, 3.38683, -0.07687], [-0.04045, -2.97201, -1.11746], [-1.28027, 3.14776, -2.82454]],
  "forces_ev_per_a": [[-3.20, -0.16, -0.65], [0.57, 1.42, 0.39], [2.79, -1.39, -0.92], [2.17, 1.23, -0.75], [-0.73, 0.11, 0.10], [-0.91, -0.31, -0.58], [-0.17, -0.83, 0.12], [-1.14, -0.54, -1.65], [0.41, -0.20, -0.36], [-2.20, 2.35, 0.46], [0.12, -1.53, -2.06], [-1.51, -0.58, -0.11], [0.77, -0.37, -1.18], [0.65, 0.93, -0.07], [-6.63, -1.27, 2.09], [3.87, -0.32, -0.75], [0.07, -0.58, -1.76], [-0.21, 1.69, -1.21], [1.66, 0.37, 1.94], [-0.57, -0.63, 1.90], [0.07, 0.70, -0.12], [1.96, 1.01, -0.05], [0.16, 0.76, -0.39], [1.08, -0.73, 1.75], [-1.33, -0.71, 2.08], [4.28, 1.16, 3.20], [-0.17, -0.90, 0.41], [-1.77, -1.58, -0.40], [-0.08, 0.89, -1.41]],
  "charge": 2,
  "largest_force_ev_per_a": 7.07,
  "e_above_lowest_kcal_mol": 0.00,
  "homo_lumo_gap_ev": 12.21,
  "e_tot_ha": -387.5061
}

# 2
{
  "formula": "C7H20N3",
  "method": "ωB97M-V/def2-TZVPD",
  "species": ["H", "H", "N", "H", "H", "H", "N", "H", "H", "H", "C", "N", "H", "C", "H", "C", "H", "C", "C", "H", "C", "C", "H", "H", "H", "H", "H", "H", "H", "H"],
  "positions_angstrom": [[2.50242, 0.83676, 1.81585], [-1.09642, 0.54068, 1.50330], [1.31626, 1.51571, -0.56653], [1.78097, -0.68351, 2.21232], [3.42066, -0.54882, 0.07109], [0.71406, 0.74394, 2.24881], [-0.48160, -1.75533, 0.55298], [2.04183, -1.78398, -0.37407], [-3.07671, -0.09269, -0.59358], [1.94287, 2.24557, -0.20992], [1.31518, 0.16959, 0.15205], [-1.34182, 1.67694, -0.26666], [2.56088, -0.41459, -1.57181], [-2.69765, -0.29464, 0.42057], [1.47098, 1.32366, -1.49158], [2.44765, -0.74044, -0.52281], [-2.69332, -1.32200, 0.80579], [1.51103, 0.31536, 1.62968], [-1.34757, 0.36202, 0.39663], [0.19609, 1.93181, -0.39919], [-0.46384, -0.76583, -1.66070], [-0.31483, -0.61356, -0.17887], [-0.94417, -1.78883, 1.46306], [-1.85483, 2.17022, 0.36536], [-0.19356, -2.67011, 0.15573], [-0.13256, 0.28778, -2.03182], [0.05114, -1.59547, -2.10491], [-1.86445, 1.76911, -1.10165], [-1.43923, -0.98556, -1.90534], [-3.32946, 0.16623, 1.18623]],
  "forces_ev_per_a": [[-1.24, 0.01, -0.14], [0.07, 0.00, -1.64], [-2.53, 1.14, 4.05], [-0.89, 1.57, -1.75], [-1.41, -0.64, -1.17], [0.23, 0.29, -0.50], [1.05, -3.36, 0.41], [1.04, 0.95, -0.47], [-0.70, -0.92, 0.47], [0.24, -0.59, -0.10], [-0.93, -2.06, -1.29], [2.17, -1.23, 0.09], [0.10, -0.71, 0.38], [-1.07, 0.70, 0.26], [0.59, -0.07, -2.95], [-0.79, 1.03, 2.08], [-0.01, 0.21, -1.09], [2.35, -1.40, 2.14], [0.68, -0.63, 1.49], [1.18, -0.91, -0.66], [2.20, 2.51, 0.20], [1.85, 2.41, 1.08], [0.65, 0.10, -0.75], [-1.51, 2.64, 2.05], [-0.39, 1.21, 0.69], [-0.78, -2.23, -0.39], [1.05, -0.08, -0.12], [-0.52, -0.56, -1.31], [-2.50, 0.05, -0.58], [-0.18, 0.57, -0.48]],
  "charge": 1,
  "largest_force_ev_per_a": 4.91,
  "e_above_lowest_kcal_mol": 67.59,
  "homo_lumo_gap_ev": 9.66,
  "smiles": "C[C@H](N)[C@](C)(N)C(C)(C)[NH3+]",
  "e_tot_ha": -442.6818
}

# 3
{
  "formula": "C7H20N6O2",
  "method": "ωB97M-V/def2-TZVPD",
  "species": ["H", "O", "H", "H", "C", "C", "N", "H", "H", "N", "H", "H", "H", "C", "N", "H", "N", "H", "N", "H", "H", "H", "H", "H", "H", "C", "N", "H", "O", "H", "H", "H", "C", "C", "C"],
  "positions_angstrom": [[-2.96136, -1.95321, 2.73731], [-3.18600, -0.04643, 1.94110], [0.97892, -1.26328, 0.13778], [1.87359, 1.40426, 1.33488], [-1.01605, 0.96978, 0.54208], [-1.44559, -1.55822, 1.32916], [-2.05091, 1.31225, -0.27696], [2.34105, 2.27457, -0.71127], [3.43503, -0.54172, -2.24476], [1.40138, 1.82107, 0.53525], [0.45381, -3.97025, 0.34183], [2.27619, 2.98103, -2.29308], [1.87338, 0.81724, -3.23638], [0.50698, 0.91690, -1.57199], [-0.77212, -0.54748, 0.91385], [-3.51942, -1.89005, 1.05712], [2.62310, 2.18366, -1.75360], [-1.63984, -3.67420, 1.24861], [2.64392, -0.26225, -1.68423], [-1.06387, 1.50784, 1.49038], [3.63894, 2.13062, -1.86977], [-0.40084, -3.07794, 2.37250], [2.86851, -0.26096, -0.70058], [-0.03206, 0.05809, -1.97225], [-2.16305, 0.79959, -1.13905], [1.93122, 0.84981, -2.14441], [0.54267, -0.44664, 0.56176], [0.00912, 1.82318, -1.91854], [0.13587, -3.05937, 0.36679], [-2.93460, 1.47084, 0.18683], [-4.02053, 0.02871, 2.41986], [0.93218, 2.65928, 0.87144], [-2.85789, -1.40172, 1.79227], [-0.84127, -2.93245, 1.37236], [0.43950, 0.87745, -0.03632]],
  "forces_ev_per_a": [[0.08, -0.02, -0.10], [0.01, 0.12, 0.15], [-0.27, 0.04, -0.13], [-0.15, 0.03, 0.03], [0.17, 0.06, 0.40], [0.36, 0.39, -0.29], [-0.30, 0.13, -0.36], [0.26, 0.07, -0.38], [0.05, -0.05, 0.00], [-0.01, 0.14, 0.48], [0.00, 0.04, -0.02], [0.06, -0.09, 0.07], [0.07, 0.08, 0.20], [0.12, -0.02, 0.19], [-0.99, -0.57, 0.29], [0.18, -0.06, 0.10], [0.06, -0.02, -0.20], [0.01, 0.14, 0.05], [0.25, -0.36, 0.22], [0.05, -0.09, -0.12], [-0.20, -0.01, -0.03], [-0.16, 0.05, -0.05], [0.16, -0.05, 0.05], [-0.04, 0.04, -0.08], [0.04, 0.05, -0.05], [-0.45, 0.46, -0.26], [1.17, -0.13, 0.13], [-0.05, 0.06, -0.05], [0.02, 0.00, -0.17], [0.09, -0.01, -0.01], [0.04, 0.00, 0.02], [0.05, 0.01, 0.00], [-0.31, -0.12, -0.10], [0.05, -0.19, 0.30], [-0.40, -0.11, -0.29]],
  "charge": 2,
  "largest_force_ev_per_a": 1.19,
  "e_above_lowest_kcal_mol": 0.00,
  "homo_lumo_gap_ev": 10.49,
  "smiles": "N[C@H]([NH3+])C[C@]1(N)N[N+](=C(CO)CO)[C@@H]1N",
  "e_tot_ha": -757.1398
}